1.
{"formula": "C11H26GdN4O6S", "method": "the ωB97M-V functional and the def2-TZVPD basis", "symbols": ["O", "H", "Gd", "N", "N", "N", "N", "O", "O", "O", "O", "C", "C", "C", "C", "C", "H", "H", "H", "C", "H", "H", "H", "C", "C", "H", "H", "H", "H", "H", "H", "H", "H", "C", "H", "H", "H", "O", "H", "H", "C", "S", "C", "H", "H", "H", "H", "H", "H"], "coordinates": [[0.220, -2.190, -4.496], [-0.591, -1.864, -4.054], [0.043, -0.026, 0.006], [1.715, -1.195, -0.667], [-0.670, -2.000, 0.535], [0.725, 2.029, -0.249], [-1.404, 1.060, 1.255], [2.903, -0.754, -0.863], [1.912, 2.416, -0.977], [-2.537, 0.488, 1.868], [-1.845, -2.197, 1.087], [-0.007, -2.909, -0.276], [1.277, -2.494, -0.872], [0.097, 2.881, 0.575], [-1.090, 2.358, 1.370], [2.186, -3.299, -1.718], [2.321, -2.772, -2.684], [1.755, -4.295, -1.852], [3.155, -3.314, -1.179], [-0.645, -4.237, -0.427], [-1.641, -4.096, -0.892], [-0.794, -4.618, 0.601], [0.009, -4.879, -1.030], [0.544, 4.295, 0.697], [-1.875, 3.280, 2.237], [1.198, 4.503, -0.166], [1.118, 4.410, 1.643], [-0.358, 4.938, 0.693], [-2.456, 2.650, 2.931], [-2.559, 3.855, 1.578], [-1.173, 3.954, 2.765], [2.085, 1.681, -1.611], [-2.469, -0.483, 1.627], [-1.536, 0.126, -1.712], [-1.630, -0.050, -2.765], [-1.490, 1.192, -1.381], [-2.238, -0.438, -1.065], [2.203, 0.875, -4.120], [1.930, 0.058, -4.538], [1.441, 1.090, -3.526], [1.934, -0.570, 4.122], [1.456, -0.199, 2.433], [2.665, 1.078, 2.082], [1.196, -1.276, 4.539], [1.948, 0.383, 4.678], [2.942, -1.015, 4.063], [2.231, 2.051, 2.359], [3.548, 0.833, 2.686], [2.885, 1.063, 1.003]], "lowdin_charge": [0.03, 0.00, 1.38, -0.25, -0.32, -0.23, -0.23, 0.09, -0.04, -0.03, -0.07, -0.24, -0.26, -0.30, -0.28, -0.01, 0.10, 0.09, 0.11, 0.00, 0.11, 0.11, 0.08, -0.02, -0.01, 0.09, 0.10, 0.10, 0.09, 0.11, 0.10, 0.07, 0.07, 0.04, 0.03, 0.04, 0.05, -0.04, 0.02, 0.03, -0.35, 0.76, -0.36, 0.06, 0.06, 0.06, 0.05, 0.06, 0.02], "e_lumo_ev": [-3.01, -6.34], "multiplicity": 8, "total_charge": 1}

2.
{"formula": "C6H12O2", "method": "the ωB97M-V functional and the def2-TZVPD basis", "symbols": ["C", "C", "C", "C", "C", "C", "O", "O", "H", "H", "H", "H", "H", "H", "H", "H", "H", "H", "H", "H"], "coordinates": [[2.042, 0.811, -0.322], [2.200, 1.069, -1.770], [-0.966, 0.945, 0.913], [-1.916, -1.372, 1.096], [0.204, -1.008, -0.171], [-0.622, -0.546, 0.991], [2.601, 1.219, 0.647], [-0.296, -0.916, -1.444], [1.414, 0.566, -2.331], [3.164, 0.666, -2.080], [2.188, 2.139, -1.973], [-1.563, 1.182, 0.030], [-1.540, 1.237, 1.789], [-0.053, 1.538, 0.881], [-2.465, -1.101, 1.998], [-1.684, -2.436, 1.134], [-2.560, -1.190, 0.235], [0.849, -1.862, -0.057], [-0.026, -0.713, 1.892], [-0.972, -0.228, -1.456]], "lowdin_charge": [-0.25, -0.06, -0.07, -0.07, -0.18, -0.42, 0.06, -0.03, 0.06, 0.09, 0.09, 0.08, 0.08, 0.06, 0.08, 0.08, 0.08, 0.11, 0.14, 0.09], "e_lumo_ev": [0.76, 0.66], "relative_energy_kj_mol": 361.6, "total_charge": 0}

3.
{"formula": "C17H19F8O12", "method": "the ωB97M-V functional and the def2-TZVPD basis", "symbols": ["O", "C", "O", "C", "C", "O", "C", "C", "F", "F", "C", "F", "F", "C", "F", "F", "C", "F", "F", "H", "H", "H", "H", "H", "H", "H", "C", "C", "O", "C", "O", "O", "H", "H", "H", "H", "C", "C", "O", "C", "O", "O", "H", "H", "H", "H", "C", "C", "O", "C", "O", "O", "H", "H", "H", "H"], "coordinates": [[0.064, 0.582, 1.386], [-0.992, 1.270, 1.559], [-1.456, 1.512, 2.857], [-1.812, 1.803, 0.293], [-3.369, 1.376, 0.329], [-3.570, -0.043, 0.129], [-3.713, -0.726, 1.385], [-3.824, -2.313, 1.264], [-3.912, -2.803, 2.619], [-5.056, -2.687, 0.636], [-2.562, -3.035, 0.597], [-2.089, -2.431, -0.587], [-3.004, -4.355, 0.219], [-1.304, -3.247, 1.566], [-1.036, -2.174, 2.433], [-1.573, -4.443, 2.321], [0.071, -3.566, 0.768], [0.735, -2.368, 0.341], [-0.103, -4.470, -0.308], [-1.287, 1.399, -0.653], [-1.671, 2.946, 0.245], [-3.845, 1.896, -0.585], [-3.920, 1.795, 1.244], [-2.900, -0.502, 2.155], [-4.712, -0.362, 1.843], [0.770, -4.055, 1.542], [4.555, -2.854, -0.755], [3.353, -3.259, 0.041], [3.633, -4.615, 0.374], [4.984, -4.770, 0.323], [5.568, -5.743, 0.710], [5.586, -3.679, -0.222], [4.799, -1.798, -0.633], [4.443, -3.071, -1.821], [3.248, -2.682, 0.963], [2.431, -3.182, -0.531], [-1.350, 6.431, 1.966], [-2.507, 7.352, 2.215], [-3.445, 6.962, 1.224], [-3.154, 5.675, 0.881], [-3.850, 4.986, 0.193], [-1.972, 5.277, 1.422], [-0.810, 6.185, 2.881], [-0.644, 6.832, 1.233], [-2.954, 7.205, 3.203], [-2.236, 8.403, 2.101], [3.723, 0.643, -4.803], [3.643, -0.852, -4.717], [3.874, -1.107, -3.339], [3.534, 0.028, -2.658], [3.449, 0.105, -1.466], [3.304, 1.063, -3.513], [3.070, 1.052, -5.576], [4.744, 0.998, -4.976], [2.654, -1.234, -4.986], [4.394, -1.347, -5.335]], "lowdin_charge": [-0.11, -0.60, -0.24, -0.09, -0.20, -0.16, -0.10, -0.25, 0.04, 0.05, -0.20, 0.10, 0.05, -0.23, 0.11, 0.05, -0.16, 0.01, 0.03, 0.11, 0.10, 0.12, 0.13, 0.14, 0.16, 0.18, -0.13, -0.13, 0.06, -0.55, 0.14, 0.06, 0.12, 0.12, 0.15, 0.12, -0.13, -0.14, 0.05, -0.54, 0.15, 0.06, 0.14, 0.13, 0.13, 0.13, -0.14, -0.13, 0.04, -0.53, 0.17, 0.07, 0.13, 0.13, 0.14, 0.13], "e_lumo_ev": 2.00, "relative_energy_kj_mol": 0.0, "total_charge": -1}